Entry 1:
The following is a DFT calculation (the ωB97M-V functional and the def2-TZVPD basis) of a structure of composition C40H53N4OSe4W at a distorted geometry.

Values from the calculation:
* E_LUMO: -4.21 eV
* orbital gap: 5.35 eV
* DFT total energy: -11523.02261 a.u.
* total charge: +1
* energy relative to the best compared isomer or geometry (same formula, charge and spin): 0.0 kJ/mol
* HOMO energy: -9.6 eV

The geometry in XYZ format:
```
103
Properties=species:S:1:pos:R:3:forces:R:3
W -0.5150 0.3561 0.4702 2.3 -1.2 -1.8
C 0.8853 6.1022 -2.8872 -0.2 0.0 0.0
C -0.1640 5.5734 -1.9039 0.3 0.0 -0.1
C 0.3062 4.3970 -1.1181 0.2 -0.3 0.4
C 1.1596 4.4007 -0.0467 -0.2 -0.3 -0.4
C 1.8035 5.5774 0.5996 -0.2 0.0 0.1
C 0.8432 6.2319 1.5990 0.2 0.0 0.0
C 1.2465 3.0433 0.4089 0.1 -0.4 0.1
N 0.4083 2.2058 -0.3186 -0.2 0.1 0.2
C -0.1176 3.0375 -1.3030 -0.2 -0.4 0.0
C -0.9403 2.5958 -2.3237 0.1 -0.2 0.4
C -1.3753 1.2924 -2.5010 0.2 0.2 0.1
C -2.2998 0.8797 -3.5171 0.3 -0.4 0.3
C -3.0166 1.7816 -4.4594 -0.1 0.0 0.2
C -4.3327 2.2381 -3.8189 0.0 0.0 -0.2
C -2.4899 -0.4647 -3.3446 0.1 0.3 0.3
C -1.6687 -0.8587 -2.2383 0.0 -0.6 0.2
C -1.4929 -2.1705 -1.8384 0.2 0.3 0.1
C -0.5546 -2.6084 -0.9204 0.1 0.3 0.0
N 0.2345 -1.7838 -0.1545 -0.2 0.2 0.0
C 0.9701 -2.6417 0.6300 0.0 0.4 0.0
C 1.8473 -2.2269 1.6144 -0.1 0.4 -0.1
C 2.1751 -0.9102 1.8688 -0.2 -0.6 0.0
N 1.6431 0.1797 1.1975 -1.0 0.5 0.1
C 2.3401 1.2629 1.7158 -0.1 0.3 0.0
C 2.1334 2.5871 1.3677 -0.3 -0.3 -0.2
C 3.2795 0.8512 2.7221 -0.3 -0.4 -0.1
C 3.1663 -0.5088 2.8283 -0.3 0.5 -0.2
C 3.9222 -1.4425 3.7077 0.1 -0.1 -0.2
C 5.1227 -2.0428 2.9702 0.0 0.0 0.2
C 4.1769 1.7684 3.4742 0.1 0.0 -0.2
C 5.4081 2.1407 2.6440 0.0 0.0 0.2
C 0.6785 -4.0188 0.3261 -0.2 0.3 -0.4
C -0.2859 -3.9950 -0.6422 0.1 0.2 0.3
C -0.9064 -5.1438 -1.3612 0.2 0.0 -0.2
C -0.2685 -5.3229 -2.7434 -0.1 -0.1 0.1
C 1.3151 -5.2210 0.9382 -0.1 0.0 0.1
C 0.5199 -5.7658 2.1285 0.2 0.0 -0.1
N -1.0014 0.2242 -1.6951 -0.2 0.6 0.7
C -3.2978 -1.3970 -4.1793 0.2 -0.1 -0.1
C -2.4163 -2.0608 -5.2440 -0.2 0.0 0.0
H 0.4714 6.9378 -3.4465 0.0 0.1 -0.1
H 1.1889 5.3290 -3.5907 0.0 0.0 0.0
H 1.7705 6.4546 -2.3647 0.1 0.0 0.0
H -1.0727 5.3137 -2.4468 -0.1 0.1 0.0
H -0.4197 6.3658 -1.1988 -0.1 0.0 0.0
H 2.0835 6.3072 -0.1591 0.1 0.0 0.0
H 2.7131 5.2716 1.1158 0.1 0.1 -0.1
H -0.0172 6.6524 1.0864 -0.1 0.1 0.0
H 1.3586 7.0307 2.1245 -0.1 0.1 0.1
H 0.4797 5.5100 2.3265 0.0 -0.1 0.1
H -1.2772 3.3277 -3.0389 -0.1 0.1 -0.1
H -3.2270 1.2576 -5.3918 0.1 0.0 -0.1
H -2.4078 2.6534 -4.6961 0.1 0.0 -0.1
H -4.9881 1.3867 -3.6528 -0.1 -0.1 0.0
H -4.8423 2.9432 -4.4699 -0.1 0.1 0.0
H -4.1543 2.7147 -2.8577 0.0 0.1 0.1
H -2.0979 -2.9193 -2.3235 0.0 -0.1 -0.1
H 2.3292 -2.9871 2.2075 0.1 -0.1 0.1
H 2.7269 3.3240 1.8821 0.1 0.1 0.0
H 3.2641 -2.2444 4.0462 0.0 0.0 0.1
H 4.2702 -0.9068 4.5905 -0.1 0.0 0.1
H 4.8016 -2.5569 2.0662 0.0 0.0 -0.1
H 5.6401 -2.7530 3.6115 0.1 -0.1 0.0
H 5.8264 -1.2625 2.6896 0.1 0.0 -0.1
H 4.4946 1.2820 4.3980 -0.1 0.1 0.0
H 3.6277 2.6719 3.7474 0.0 0.0 0.1
H 5.9982 1.2554 2.4221 0.1 -0.1 -0.1
H 6.0330 2.8367 3.1951 0.1 0.1 0.0
H 5.1185 2.6026 1.7025 0.0 0.0 -0.1
H -1.9822 -4.9849 -1.4769 0.0 -0.1 0.1
H -0.7704 -6.0565 -0.7782 -0.1 0.0 0.0
H -0.3393 -4.4086 -3.3280 0.0 0.1 -0.1
H -0.7652 -6.1237 -3.2837 0.0 -0.1 -0.1
H 0.7834 -5.5774 -2.6427 0.1 0.0 0.0
H 2.3297 -4.9848 1.2605 0.1 -0.1 -0.1
H 1.3841 -5.9915 0.1688 0.1 0.0 0.0
H 0.5495 -5.0764 2.9694 -0.1 0.1 0.1
H 0.9385 -6.7144 2.4542 0.0 -0.1 0.1
H -0.5177 -5.9311 1.8518 -0.2 0.0 0.0
H -4.0995 -0.8429 -4.6672 -0.1 0.0 0.1
H -3.7543 -2.1617 -3.5477 -0.1 0.0 0.0
H -1.9987 -1.3093 -5.9113 0.1 0.0 0.0
H -3.0014 -2.7596 -5.8354 0.0 -0.1 -0.1
H -1.5914 -2.6004 -4.7834 0.1 0.0 0.0
Se -0.3942 1.2026 2.8811 0.2 0.9 0.2
Se -1.8173 2.9905 3.4241 -0.4 -0.2 -0.5
Se -2.2119 3.6859 1.2132 -0.2 -0.3 0.1
Se -2.7794 1.6485 0.2123 0.4 0.9 0.9
C -1.5798 -2.4129 2.9910 0.2 0.4 -0.4
C -2.4788 -1.6372 2.0201 -1.1 -0.5 1.0
C -3.4385 -0.7383 2.8143 0.2 0.2 -0.3
C -3.2993 -2.5756 1.1239 0.4 0.4 -0.1
O -1.6451 -0.8251 1.1954 -0.1 -0.9 -0.3
H -2.1946 -2.9889 3.6731 -0.2 -0.1 0.1
H -0.9765 -1.7148 3.5758 0.0 0.0 0.0
H -0.9202 -3.0905 2.4533 0.0 -0.1 0.0
H -4.1939 -1.3461 3.2998 -0.1 -0.2 0.1
H -3.9407 -0.0382 2.1455 0.0 0.0 0.1
H -2.9001 -0.1820 3.5792 0.0 0.1 0.0
H -4.0317 -3.1063 1.7236 -0.1 0.0 0.1
H -2.6706 -3.3065 0.6189 0.1 0.0 0.0
H -3.8255 -1.9800 0.3766 -0.1 -0.1 0.0
```
Forces are in eV/Å.

Entry 2:
The following is a DFT calculation (the ωB97M-V functional and the def2-TZVPD basis) of a structure of composition C40H54AsGeN6O2Ti at a distorted geometry.

Values from the calculation:
* E_LUMO (spin up / spin down): -5.51 / -5.48 eV
* spin multiplicity: 2
* orbital gap (spin up / spin down): 7.07 / 7.09 eV
* DFT total energy: -7197.40250 a.u.
* total charge: +2
* energy relative to the best compared isomer or geometry (same formula, charge and spin): 35.6 kJ/mol
* HOMO energy (spin up / spin down): -12.6 / -12.6 eV

The geometry in XYZ format:
```
105
Properties=species:S:1:pos:R:3:forces:R:3
Ti -1.4665 -0.8060 0.2515 -1.3 0.4 0.0
N -3.4443 0.1570 1.3968 0.1 -0.1 -0.1
C -4.6019 -0.7556 1.4480 0.0 0.0 0.0
C -4.4364 -1.8322 0.3754 0.0 -0.1 0.1
N -3.7116 -1.2952 -0.7885 0.3 -0.1 0.0
C -4.5915 -0.3152 -1.4753 0.0 0.1 0.0
C -3.9295 0.7409 -2.3464 0.1 0.0 0.0
N -3.0193 1.5870 -1.5525 0.0 -0.1 0.0
C -3.2982 -2.3919 -1.6826 0.0 0.0 0.0
C -2.1644 -1.9737 -2.6207 -0.1 0.0 0.0
N -1.3430 -0.9319 -1.9780 0.3 0.1 0.0
H -3.2425 0.5253 2.3191 0.0 0.0 0.0
H -3.6447 0.9588 0.8094 0.0 0.0 0.0
H -5.5438 -0.2175 1.3359 0.0 0.0 0.0
H -4.6330 -1.2348 2.4253 0.0 0.0 0.0
H -5.4084 -2.2508 0.0910 0.0 0.0 0.0
H -3.8392 -2.6518 0.7771 0.0 0.0 0.0
H -5.1543 0.2190 -0.7073 0.0 0.0 0.0
H -5.3325 -0.8594 -2.0718 0.0 0.0 0.0
H -4.7296 1.3128 -2.8235 0.0 0.0 0.0
H -3.3655 0.2875 -3.1609 0.0 0.0 0.0
H -3.5699 2.1994 -0.9570 0.0 0.0 0.0
H -2.5113 2.2175 -2.1667 0.0 0.0 0.0
H -4.1472 -2.7900 -2.2482 0.0 0.0 0.0
H -2.9318 -3.2001 -1.0455 0.0 0.0 0.0
H -2.5350 -1.6451 -3.5915 0.0 0.0 0.0
H -1.5327 -2.8423 -2.8005 0.0 0.0 0.0
H -1.7062 -0.0001 -2.1603 0.0 0.0 -0.1
H -0.3967 -0.9327 -2.3492 -0.1 -0.1 0.0
O -0.0718 -1.9132 7.0435 0.0 0.0 0.0
C -0.7824 -2.9080 6.3469 0.0 0.0 0.0
C -1.0282 -2.4319 4.9438 0.0 0.0 0.0
C -1.6054 -3.2699 3.9971 0.0 0.0 0.0
C -1.8131 -2.7858 2.7234 -0.1 -0.1 -0.1
N -1.5019 -1.5445 2.3434 0.4 -0.1 0.2
C -0.9138 -0.7348 3.2469 -0.1 -0.2 0.0
C -0.6796 -1.1489 4.5463 0.1 0.1 0.2
C -0.5079 0.6027 2.7493 -0.1 0.0 -0.2
C 0.0647 1.5738 3.5481 0.1 0.0 0.2
C 0.4130 2.8055 3.0071 0.0 0.0 -0.1
C 1.0600 3.8690 3.8443 0.0 0.0 0.0
O 1.3295 3.3425 5.1218 0.0 0.0 0.0
C 0.1423 3.0355 1.6633 0.0 0.0 0.1
C -0.4331 2.0244 0.9271 0.0 0.0 -0.1
N -0.7408 0.8277 1.4405 0.2 0.1 0.0
H 0.0846 -2.2009 7.9483 0.0 0.0 0.0
H -1.7525 -3.1153 6.8138 0.0 0.0 0.0
H -0.2295 -3.8528 6.3033 0.0 0.0 0.0
H -1.8789 -4.2879 4.2418 0.0 0.0 0.0
H -2.2341 -3.4305 1.9601 0.0 0.0 0.0
H -0.2035 -0.4988 5.2648 0.0 0.0 0.0
H 0.2605 1.3981 4.5951 0.0 0.0 0.0
H 0.3822 4.7294 3.8940 0.0 0.0 0.0
H 1.9723 4.2007 3.3349 0.0 0.0 0.0
H 1.7089 4.0281 5.6810 0.0 0.0 0.0
H 0.3905 3.9762 1.1873 0.0 0.0 0.0
H -0.6562 2.1600 -0.1228 0.0 0.0 0.0
C 3.0532 1.3588 -6.3907 0.0 0.0 0.0
C 1.6955 1.2271 -6.1398 0.0 0.0 0.0
C 1.2366 1.2173 -4.8292 0.0 0.0 0.0
C 2.1305 1.3510 -3.7702 0.0 0.0 0.0
C 3.4913 1.4819 -4.0267 0.0 0.0 0.0
C 3.9489 1.4849 -5.3360 0.0 0.0 0.0
As 1.3945 1.3454 -1.9740 0.2 0.1 -0.1
C 1.6628 3.1887 -1.4142 -0.1 0.0 0.0
C 0.9037 4.2927 -1.7694 0.0 0.0 0.0
C 1.1906 5.5335 -1.2122 0.0 0.0 0.0
C 2.2317 5.6582 -0.2971 0.0 0.0 0.0
C 2.9887 4.5514 0.0628 0.0 0.0 0.0
C 2.7052 3.3063 -0.4905 0.1 0.0 0.0
C 3.4261 2.0464 -0.2028 0.0 0.0 0.0
C 4.5141 1.9098 0.6540 0.0 0.0 0.0
C 5.1324 0.6767 0.7937 0.0 0.0 0.0
C 4.6756 -0.4263 0.0803 0.0 0.0 0.0
C 3.5811 -0.3019 -0.7639 0.0 0.0 0.0
C 2.9566 0.9294 -0.9020 -0.1 0.0 0.0
H 3.4143 1.3619 -7.4104 0.0 0.0 0.0
H 0.9980 1.1291 -6.9612 0.0 0.0 0.0
H 0.1743 1.1085 -4.6314 0.0 0.0 0.0
H 4.1941 1.5840 -3.2087 0.0 0.0 0.0
H 5.0073 1.5877 -5.5355 0.0 0.0 0.0
H 0.1053 4.2029 -2.4983 0.0 0.0 0.0
H 0.6173 6.4041 -1.5018 0.0 0.0 0.0
H 2.4629 6.6278 0.1238 0.0 0.0 0.0
H 3.8066 4.6657 0.7637 0.0 0.0 0.0
H 4.8958 2.7638 1.1993 0.0 0.0 0.0
H 5.9854 0.5756 1.4514 0.0 0.0 0.0
H 5.1792 -1.3791 0.1790 0.0 0.0 0.0
H 3.2370 -1.1618 -1.3270 0.0 0.0 0.0
C -0.4963 -4.7796 -0.7710 0.0 0.0 0.0
Ge 0.8827 -3.3783 -0.8259 0.0 0.0 0.1
C 2.5119 -4.0945 -0.0356 0.1 0.0 0.0
C 1.2641 -2.8383 -2.6803 0.0 0.0 0.0
C 0.3386 -1.8119 0.2303 0.1 -0.1 0.0
H -0.0797 -5.6781 -0.3158 0.0 0.0 0.0
H -0.8489 -5.0518 -1.7668 0.0 0.0 0.0
H -1.3524 -4.4754 -0.1653 0.0 0.0 0.0
H 2.9238 -4.8872 -0.6611 0.0 0.0 0.0
H 2.3095 -4.5074 0.9533 0.0 0.0 0.0
H 3.2628 -3.3100 0.0682 0.0 0.0 0.0
H 0.5584 -3.2611 -3.3969 0.0 0.0 0.0
H 2.2524 -3.2160 -2.9462 0.0 0.0 0.0
H 1.2961 -1.7542 -2.8170 0.1 0.0 0.0
H 0.9670 -0.9810 -0.1371 0.0 0.0 0.0
H 0.6680 -2.0061 1.2547 0.1 0.0 0.0
```
Forces are in eV/Å.